# 1
Formula: C44H43CsFGeN7O4SSi
Source: OMol25
Level of theory: wB97M-V/def2-TZVPD

The calculation puts the highest occupied orbital energy at -6.38 eV.

```
! wB97M-V def2-TZVPD RIJCOSX def2/J DEFGRID3
* xyz 0 1
Cs 1.760 0.545 -0.677
C 3.314 5.441 0.469
Si 3.263 3.750 -0.368
C 4.733 3.639 -1.544
C 1.692 3.787 -1.453
N 3.176 2.384 0.619
C 3.677 2.069 1.821
C 4.344 2.940 2.729
C 4.800 2.535 3.978
C 4.622 1.235 4.439
C 3.990 0.328 3.586
C 3.573 0.758 2.355
F 2.954 -0.177 1.538
H 3.010 6.205 -0.257
H 4.316 5.703 0.823
H 2.632 5.500 1.323
H 4.855 4.535 -2.164
H 4.634 2.779 -2.217
H 5.655 3.498 -0.969
H 1.841 4.437 -2.322
H 0.837 4.173 -0.885
H 1.394 2.810 -1.840
H 4.506 3.969 2.426
H 5.314 3.262 4.602
H 4.966 0.927 5.418
H 3.804 -0.703 3.868
O 2.394 3.333 6.067
C 1.487 2.364 6.308
O 1.007 2.234 7.401
C 0.987 1.634 5.104
C 0.943 2.227 3.848
C 0.467 1.510 2.764
C 0.027 0.207 2.931
C 0.068 -0.392 4.187
C 0.537 0.330 5.271
N -0.476 -0.545 1.816
C -1.725 -0.744 1.866
C -2.517 -1.551 0.906
C -3.805 -1.096 0.631
C -4.610 -1.825 -0.226
C -4.110 -3.010 -0.746
C -2.824 -3.390 -0.399
N -2.030 -2.681 0.398
H 2.824 3.183 5.208
H 1.283 3.246 3.707
H 0.436 1.970 1.788
H -0.263 -1.421 4.299
H 0.563 -0.104 6.264
H -2.335 -0.282 2.648
H -4.147 -0.169 1.075
H -5.607 -1.484 -0.475
H -4.700 -3.640 -1.402
H -2.407 -4.313 -0.794
N -2.472 -3.026 -7.541
C -1.904 -2.697 -6.322
C -2.588 -2.968 -5.128
C -2.044 -2.602 -3.915
C -0.811 -1.961 -3.874
C -0.127 -1.678 -5.043
C -0.669 -2.047 -6.261
S -0.144 -1.474 -2.334
O 1.216 -1.025 -2.545
O -0.177 -2.782 -1.563
N -1.056 -0.544 -1.543
C -1.403 0.697 -2.029
N -2.108 1.457 -1.166
C -2.446 2.665 -1.603
C -2.103 3.139 -2.863
C -1.363 2.282 -3.655
N -0.998 1.064 -3.252
H -3.182 -3.738 -7.527
H -1.851 -3.095 -8.329
H -3.551 -3.468 -5.157
H -2.584 -2.809 -2.998
H 0.827 -1.167 -4.998
H -0.133 -1.828 -7.178
H -3.008 3.288 -0.914
H -2.382 4.128 -3.196
H -1.037 2.582 -4.646
Ge 0.518 -3.648 -0.031
C 2.303 -3.753 -0.813
C 2.493 -4.872 -1.629
C 3.675 -5.075 -2.329
C 4.698 -4.145 -2.233
C 4.528 -3.023 -1.432
C 3.351 -2.830 -0.724
C 0.610 -3.391 1.886
C -0.438 -3.868 2.677
C -0.290 -3.996 4.049
C 0.912 -3.644 4.655
C 1.957 -3.165 3.880
C 1.809 -3.047 2.503
H -0.217 -4.945 -0.370
H 1.704 -5.610 -1.739
H 3.793 -5.956 -2.949
H 5.623 -4.291 -2.777
H 5.323 -2.293 -1.349
H 3.290 -1.935 -0.112
H -1.381 -4.147 2.220
H -1.109 -4.378 4.645
H 1.029 -3.746 5.728
H 2.898 -2.890 4.343
H 2.650 -2.688 1.921
*
```

# 2
Formula: C44H43N9O2V
Source: OMol25
Level of theory: wB97M-V/def2-TZVPD

The calculation puts the highest occupied orbital energy (alpha / beta) at -15.82 / -15.82 eV.

```
! wB97M-V def2-TZVPD RIJCOSX def2/J DEFGRID3
* xyz 3 1
V -0.351 0.093 1.014
C 5.346 3.843 -0.614
N 4.648 2.905 0.296
C 3.778 1.943 0.036
N 3.306 1.463 1.191
C 3.978 2.187 2.139
N 4.787 3.068 1.628
C 4.709 5.209 -0.490
C 5.326 6.247 0.197
C 4.649 7.442 0.409
C 3.337 7.595 -0.015
C 2.724 6.565 -0.721
C 3.429 5.394 -0.986
C 1.297 6.550 -1.068
N 0.738 5.986 -2.083
N -0.615 5.875 -1.789
C -0.775 6.370 -0.612
O 0.389 6.860 -0.101
C -1.936 6.240 0.282
C -2.147 7.120 1.339
C -3.166 6.869 2.245
C -3.942 5.724 2.127
C -3.734 4.836 1.076
C -4.585 3.586 0.965
N -3.762 2.367 0.789
C -2.760 1.943 1.527
N -2.218 0.860 0.946
C -3.011 0.662 -0.169
N -3.942 1.559 -0.282
C -2.745 5.110 0.137
H 5.271 3.439 -1.622
H 6.390 3.847 -0.313
H 3.501 1.619 -0.954
H 3.864 2.041 3.201
H 6.329 6.119 0.585
H 5.140 8.250 0.933
H 2.799 8.511 0.189
H 2.953 4.611 -1.563
H -1.526 8.000 1.443
H -3.353 7.564 3.052
H -4.722 5.529 2.854
H -5.240 3.603 0.095
H -5.199 3.452 1.853
H -2.427 2.415 2.438
H -2.875 -0.143 -0.874
H -2.570 4.449 -0.706
N 1.279 0.387 2.075
C 0.644 1.589 2.494
C 0.330 1.866 3.835
C -0.162 3.106 4.175
C -0.359 4.077 3.182
C -0.122 3.786 1.858
C 0.365 2.530 1.466
C 0.506 2.202 0.033
C 0.758 3.181 -0.915
C 0.790 2.887 -2.267
C 0.626 1.576 -2.736
C 0.409 0.557 -1.837
C 0.315 0.885 -0.477
H 1.465 -0.269 2.835
H 2.355 0.758 1.479
H 0.537 1.123 4.596
H -0.376 3.333 5.211
H -0.723 5.061 3.452
H -0.336 4.531 1.106
H 0.945 4.189 -0.592
H 0.949 3.705 -2.962
H 0.663 1.371 -3.798
H 0.272 -0.466 -2.160
C -3.180 -3.020 1.738
C -1.905 -3.081 2.579
C -1.618 -1.747 3.296
C -0.729 -3.627 1.789
C -0.377 -4.960 1.917
C 0.740 -5.475 1.271
C 1.539 -4.657 0.486
C 1.220 -3.322 0.283
C 2.024 -2.464 -0.670
C 3.533 -2.665 -0.515
C 1.583 -2.747 -2.111
C 0.072 -2.858 0.932
O -0.302 -1.539 0.735
H -4.028 -2.699 2.344
H -3.418 -3.995 1.314
H -3.067 -2.314 0.907
H -2.060 -3.807 3.379
H -1.799 -0.886 2.642
H -0.608 -1.722 3.707
H -2.302 -1.618 4.135
H -0.970 -5.597 2.562
H 0.997 -6.519 1.395
H 2.412 -5.072 0.003
H 1.818 -1.410 -0.444
H 3.846 -3.654 -0.847
H 3.853 -2.541 0.521
H 4.069 -1.943 -1.132
H 1.835 -3.771 -2.388
H 2.092 -2.083 -2.811
H 0.503 -2.641 -2.238
*
```

# 3
Formula: C44H44Br3CsN3O7P3S4
Source: OMol25
Level of theory: wB97M-V/def2-TZVPD

The calculation puts the highest occupied orbital energy at -0.80 eV.

```
! wB97M-V def2-TZVPD RIJCOSX def2/J DEFGRID3
* xyz -2 1
Cs 16.796 14.996 12.561
S 15.771 18.330 12.744
P 17.196 19.350 13.692
C 18.380 18.181 13.890
P 19.840 17.495 14.325
S 20.226 15.928 13.163
C 19.650 17.067 16.093
C 19.084 15.854 16.343
C 18.877 15.408 17.688
C 19.303 16.173 18.761
C 19.870 17.433 18.494
C 20.017 17.888 17.176
C 21.306 18.600 14.407
C 22.460 18.136 15.014
C 23.638 18.913 15.012
C 23.658 20.150 14.332
C 22.479 20.609 13.728
C 21.307 19.854 13.821
C 16.742 20.155 15.297
C 17.501 21.212 15.757
C 17.225 21.824 16.968
C 16.200 21.350 17.819
C 15.521 20.210 17.396
C 15.778 19.617 16.157
C 17.536 20.727 12.570
C 18.400 20.586 11.509
C 18.522 21.601 10.526
C 17.629 22.656 10.490
C 16.816 22.838 11.615
C 16.714 21.847 12.607
H 18.772 15.236 15.483
H 18.317 14.475 17.814
H 19.186 15.786 19.776
H 20.070 18.083 19.347
H 20.341 18.891 16.929
H 22.517 17.114 15.401
H 24.515 18.538 15.529
H 24.547 20.759 14.376
H 22.466 21.555 13.182
H 20.343 20.182 13.429
H 18.342 21.550 15.156
H 17.846 22.681 17.252
H 16.027 21.830 18.775
H 14.688 19.786 17.963
H 15.235 18.759 15.805
H 19.002 19.699 11.439
H 19.282 21.530 9.736
H 17.603 23.389 9.669
H 16.192 23.724 11.684
H 15.995 21.944 13.443
Br 18.316 15.807 8.867
C 17.718 17.692 9.071
Br 15.969 18.099 8.264
H 18.433 18.269 8.496
H 17.728 17.921 10.167
O 18.255 12.361 10.630
C 17.909 11.527 11.501
O 16.940 11.475 12.300
C 19.125 10.616 11.652
C 19.608 9.771 10.645
C 20.712 8.946 10.889
C 21.487 9.137 12.051
C 21.092 10.097 13.002
C 19.859 10.737 12.838
N 22.625 8.375 12.354
O 23.323 8.800 13.298
O 22.893 7.392 11.655
H 19.139 9.844 9.657
H 21.085 8.212 10.160
H 21.804 10.333 13.809
H 19.398 11.269 13.679
O 14.075 13.909 14.461
N 13.057 14.483 14.345
C 10.957 18.831 12.796
C 10.766 18.320 11.414
C 11.777 18.910 10.462
O 10.770 16.840 11.448
P 10.753 15.614 12.399
S 10.005 15.832 14.109
S 12.804 14.970 12.361
O 10.090 14.447 11.558
C 9.431 14.528 10.206
C 10.549 14.700 9.178
C 8.306 15.523 10.246
H 10.717 19.943 12.803
H 11.995 18.669 13.124
H 10.256 18.344 13.512
H 9.718 18.558 11.083
H 12.770 19.024 10.922
H 11.445 19.931 10.185
H 11.947 18.403 9.507
H 9.025 13.509 10.089
H 11.078 15.672 9.354
H 10.156 14.746 8.157
H 11.295 13.884 9.244
H 8.740 16.537 10.261
H 7.724 15.388 11.168
H 7.619 15.437 9.388
Br 15.475 9.950 7.211
C 15.169 11.470 8.299
C 15.033 11.312 9.681
C 14.862 12.459 10.414
N 14.969 13.671 9.866
C 15.008 13.818 8.550
C 15.112 12.725 7.691
H 15.145 10.329 10.117
H 14.699 12.394 11.466
H 14.956 14.867 8.263
H 15.208 12.814 6.615
*
```

# 4
Formula: C44H44BrF6N2O6P4Sr
Source: OMol25
Level of theory: wB97M-V/def2-TZVPD

The calculation puts the highest occupied orbital energy at -4.23 eV.

```
! wB97M-V def2-TZVPD RIJCOSX def2/J DEFGRID3
* xyz -1 1
Sr -0.480 0.166 0.096
C 3.384 1.613 1.540
P 2.389 0.086 1.664
C 1.966 0.094 3.448
C 3.726 -1.180 1.653
C 3.180 -2.606 1.632
P 2.084 -2.919 0.179
C 3.338 -2.865 -1.157
C 1.881 -4.731 0.343
H 4.120 1.693 2.344
H 2.721 2.475 1.567
H 3.909 1.619 0.582
H 2.855 0.270 4.062
H 1.520 -0.861 3.729
H 1.236 0.876 3.660
H 4.389 -1.026 2.512
H 4.331 -1.001 0.758
H 2.583 -2.803 2.529
H 4.008 -3.326 1.639
H 4.246 -3.414 -0.888
H 3.607 -1.835 -1.396
H 2.925 -3.303 -2.066
H 2.826 -5.278 0.305
H 1.224 -5.095 -0.449
H 1.396 -4.953 1.296
N 0.582 0.971 -3.445
P 1.540 -0.367 -2.912
C 3.161 0.215 -3.520
C 4.081 -0.661 -4.092
C 5.358 -0.233 -4.421
C 5.741 1.077 -4.180
C 4.838 1.955 -3.596
C 3.563 1.524 -3.263
C 1.111 -1.664 -4.114
C 1.267 -1.485 -5.490
C 0.844 -2.460 -6.376
C 0.256 -3.625 -5.890
C 0.096 -3.809 -4.528
C 0.529 -2.832 -3.639
P -0.938 1.426 -2.777
C -2.212 0.631 -3.791
C -2.062 0.278 -5.127
C -3.086 -0.371 -5.794
C -4.273 -0.663 -5.130
C -4.434 -0.306 -3.802
C -3.401 0.336 -3.130
C -0.983 3.149 -3.409
C 0.157 3.945 -3.408
C 0.096 5.280 -3.782
C -1.115 5.846 -4.152
C -2.260 5.063 -4.146
C -2.194 3.729 -3.780
H 0.687 1.183 -4.434
H 3.797 -1.686 -4.297
H 6.054 -0.929 -4.873
H 6.736 1.412 -4.441
H 5.124 2.979 -3.393
H 2.871 2.208 -2.792
H 1.728 -0.582 -5.875
H 0.963 -2.312 -7.442
H -0.089 -4.379 -6.587
H -0.401 -4.688 -4.141
H 0.327 -2.949 -2.584
H -1.139 0.486 -5.656
H -2.959 -0.663 -6.829
H -5.067 -1.187 -5.647
H -5.345 -0.550 -3.273
H -3.512 0.590 -2.081
H 1.107 3.524 -3.109
H 1.001 5.875 -3.775
H -1.164 6.888 -4.440
H -3.214 5.490 -4.429
H -3.100 3.135 -3.788
O -4.768 -4.257 -0.870
C -3.947 -3.390 -0.682
C -4.098 -2.155 0.197
O -4.940 -1.998 1.061
C -2.997 -1.254 -0.178
C -2.128 -1.923 -1.099
O -1.067 -1.429 -1.621
C -2.552 -3.312 -1.255
O -1.894 -4.235 -1.721
O -2.806 -0.081 0.304
C 0.158 4.619 0.430
C -0.485 3.515 1.278
O -0.092 2.281 0.921
C -0.130 3.768 2.762
F 1.218 3.823 2.919
F -0.618 4.942 3.236
F -0.564 2.797 3.589
C -2.027 3.597 1.101
F -2.676 2.749 1.915
F -2.546 4.836 1.315
F -2.353 3.264 -0.164
H 1.241 4.536 0.513
H -0.144 5.628 0.717
H -0.115 4.459 -0.612
Br -3.607 -0.675 5.306
C -2.622 -1.658 4.027
C -2.829 -3.013 3.849
C -2.084 -3.663 2.880
C -1.178 -2.929 2.133
N -0.983 -1.623 2.307
C -1.701 -0.995 3.232
H -3.571 -3.534 4.438
H -2.225 -4.714 2.669
H -0.611 -3.386 1.333
H -1.562 0.076 3.333
*
```